Entry 1:
Below is a 2-piece molecular cluster, C29H36NO7 overall, with properties calculated with wB97M-V/def2-TZVPD.

Values from the calculation:
frontier orbital gap: 4.363 eV
energy: -46481.4077 eV
LUMO energy: 1.632 eV
HOMO energy: -0.1004 Eh
charge: -1

CARTESIAN COORDINATES (ANGSTROEM)
C: 4.394 -1.636 2.373
C: 4.459 -0.815 3.664
C: 5.656 -1.251 4.514
O: 4.665 0.582 3.320
C: 3.556 1.275 2.903
O: 3.621 2.337 2.304
C: 2.237 0.705 3.187
C: 1.140 1.315 2.677
C: -0.236 0.850 2.790
C: -0.575 -0.488 2.575
C: -1.863 -0.942 2.721
C: -2.883 -0.041 3.092
N: -4.200 -0.479 3.217
C: -4.591 -1.868 2.902
C: -3.457 -2.853 3.180
C: -2.154 -2.398 2.511
C: -5.295 0.454 3.547
C: -4.813 1.607 4.425
C: -3.574 2.286 3.825
C: -2.549 1.310 3.330
C: -1.256 1.735 3.147
C: 2.146 -0.398 4.154
O: 1.080 -0.650 4.687
O: 3.279 -1.105 4.452
H: 3.560 -1.311 1.756
H: 5.311 -1.522 1.798
H: 4.252 -2.691 2.601
H: 5.663 -0.665 5.430
H: 5.573 -2.303 4.780
H: 6.591 -1.079 3.985
H: 1.308 2.247 2.161
H: 0.208 -1.186 2.336
H: -5.487 -2.125 3.477
H: -4.881 -1.905 1.848
H: -3.307 -2.926 4.264
H: -3.734 -3.862 2.845
H: -2.202 -2.597 1.434
H: -1.310 -2.989 2.889
H: -5.710 0.833 2.608
H: -6.100 -0.104 4.037
H: -5.620 2.339 4.575
H: -4.573 1.217 5.423
H: -3.870 2.941 2.998
H: -3.110 2.942 4.573
H: -1.000 2.759 3.347
C: 5.483 -0.580 -1.326
C: 4.237 -0.779 -2.157
O: 3.407 0.348 -2.087
C: 2.272 0.160 -2.832
C: 1.389 1.304 -2.840
C: 0.166 1.282 -3.565
O: -0.289 0.270 -4.086
C: -0.649 2.533 -3.713
C: -1.359 2.931 -2.422
C: -0.400 3.214 -1.250
C: 0.990 3.648 -1.717
C: 1.902 2.451 -2.016
O: 2.052 -0.884 -3.436
H: 6.119 -1.465 -1.332
H: 6.058 0.267 -1.701
H: 5.211 -0.347 -0.297
H: 4.469 -0.944 -3.219
H: 3.645 -1.639 -1.817
H: -0.009 3.337 -4.085
H: -1.386 2.363 -4.506
H: -1.974 3.821 -2.611
H: -2.062 2.136 -2.144
H: -0.840 3.968 -0.583
H: -0.283 2.319 -0.627
H: 0.907 4.297 -2.594
H: 1.462 4.278 -0.952
H: 2.204 2.008 -1.058
H: 2.842 2.790 -2.467

***

Entry 2:
Below is C29H37CoI2N4O2Si as an isolated structure, with properties calculated with wB97M-V/def2-TZVPD.

Values from the calculation:
frontier orbital gap (spin up / spin down): 6.460 / 7.076 eV
energy: -102430.6282 eV
2S+1: 2
LUMO energy (spin up / spin down): -3.427 / -3.429 eV
HOMO energy (spin up / spin down): -0.3633 / -0.3860 Eh
charge: +1

CARTESIAN COORDINATES (ANGSTROEM)
Co: 0.365 0.802 0.546
C: -2.647 -3.296 4.896
C: -2.411 -2.331 3.766
C: -2.957 -2.496 2.531
C: -2.729 -1.551 1.489
C: -3.304 -1.565 0.207
N: -3.692 -2.578 -0.525
C: -3.313 -3.998 -0.369
C: -1.804 -4.198 -0.312
C: -1.007 -3.906 -1.578
N: -0.789 -2.470 -1.806
C: -1.293 -1.823 -2.813
C: -1.261 -0.429 -3.045
C: -1.982 0.069 -4.162
C: -2.137 1.404 -4.382
C: -2.889 1.959 -5.562
C: -1.572 2.269 -3.415
C: -0.871 1.859 -2.313
C: -0.356 2.903 -1.409
N: 0.155 2.691 -0.272
C: 0.730 3.836 0.439
C: 0.435 3.835 1.932
C: 1.029 2.657 2.702
N: 0.294 1.434 2.376
C: -0.400 0.861 3.273
C: -1.286 -0.284 2.998
C: -1.583 -1.192 3.969
C: -1.852 -0.440 1.689
O: -1.553 0.312 0.713
C: -0.615 0.456 -2.121
O: 0.143 -0.019 -1.212
H: -3.192 -4.175 4.554
H: -3.223 -2.838 5.701
H: -1.699 -3.635 5.317
H: -3.622 -3.335 2.366
H: -3.410 -0.596 -0.276
H: -4.112 -2.334 -1.409
H: -3.755 -4.517 -1.220
H: -3.779 -4.409 0.522
H: -1.624 -5.238 -0.036
H: -1.382 -3.618 0.510
H: -1.501 -4.303 -2.468
H: -0.032 -4.384 -1.501
H: -0.240 -1.913 -1.141
H: -1.845 -2.435 -3.526
H: -2.422 -0.642 -4.856
H: -3.121 1.175 -6.282
H: -2.303 2.720 -6.079
H: -3.829 2.422 -5.256
H: -1.703 3.340 -3.553
H: -0.433 3.928 -1.786
H: 0.380 4.770 -0.009
H: 1.812 3.779 0.292
H: -0.644 3.877 2.104
H: 0.859 4.752 2.347
H: 0.982 2.843 3.777
H: 2.069 2.502 2.414
H: -0.346 1.228 4.299
H: -1.137 -1.056 4.952
I: 1.672 -1.468 1.344
I: 1.059 -3.925 2.650
C: 5.688 2.950 0.929
Si: 5.255 1.478 -0.114
C: 6.222 -0.015 0.402
C: 5.496 1.852 -1.911
C: 3.476 1.086 0.175
C: 2.313 0.787 0.414
H: 6.740 3.224 0.817
H: 5.505 2.732 1.984
H: 5.085 3.817 0.648
H: 7.296 0.138 0.268
H: 5.926 -0.885 -0.187
H: 6.038 -0.239 1.455
H: 6.543 2.075 -2.130
H: 4.897 2.715 -2.211
H: 5.194 0.999 -2.522

***

Entry 3:
Below is C29H37MoN2Se as an isolated structure, with properties calculated with wB97M-V/def2-TZVPD.

Values from the calculation:
frontier orbital gap (spin up / spin down): 5.168 / 5.914 eV
energy: -100846.7725 eV
2S+1: 3
LUMO energy (spin up / spin down): -3.995 / -3.687 eV
HOMO energy (spin up / spin down): -0.3367 / -0.3528 Eh
charge: +1

CARTESIAN COORDINATES (ANGSTROEM)
C: 0.616 1.880 -1.369
C: 1.145 1.001 -2.363
C: 2.438 0.573 -1.929
C: 2.702 1.135 -0.630
C: 1.590 1.994 -0.307
Mo: 0.811 -0.066 -0.337
C: 0.962 -2.141 2.087
C: -0.022 -1.007 1.991
H: -1.101 -1.247 2.097
C: 0.226 0.379 1.813
H: 1.069 0.922 2.273
H: -0.643 1.048 1.625
C: 0.558 -3.382 2.842
H: -0.372 -3.782 2.435
H: 1.381 -4.066 2.639
H: 0.456 -3.261 3.907
C: 2.307 -1.580 2.574
H: 2.649 -0.626 2.122
H: 2.252 -1.333 3.667
H: 3.074 -2.343 2.421
C: 0.564 0.702 -3.693
H: -0.512 0.850 -3.690
H: 0.987 1.363 -4.459
H: 0.764 -0.326 -4.005
C: 3.409 -0.166 -2.804
H: 2.999 -1.144 -3.112
H: 3.618 0.392 -3.740
H: 4.374 -0.354 -2.307
C: 3.981 1.048 0.155
H: 4.439 0.055 0.080
H: 4.701 1.790 -0.215
H: 3.800 1.238 1.221
C: 1.562 3.034 0.775
H: 2.158 2.756 1.661
H: 1.975 3.984 0.383
H: 0.535 3.242 1.110
C: -0.616 2.691 -1.444
H: -1.067 2.850 -0.460
H: -0.372 3.671 -1.867
H: -1.357 2.214 -2.084
C: 1.839 -2.039 -0.140
C: 1.067 -2.983 0.666
C: 3.151 -2.357 -0.459
C: 1.507 -4.398 0.425
H: -0.004 -2.819 0.346
C: 3.685 -3.629 -0.231
H: 3.848 -1.558 -0.766
C: 2.812 -4.695 0.092
H: 0.779 -5.184 0.480
H: 4.769 -3.777 -0.284
H: 3.163 -5.716 0.016
C: -3.874 1.047 -2.470
N: -3.707 0.871 -1.042
C: -2.704 0.198 -0.411
Se: -1.334 -0.771 -1.330
N: -2.965 0.327 0.928
C: -4.090 1.137 1.133
C: -4.770 1.451 2.310
C: -5.959 2.186 2.161
C: -6.430 2.570 0.883
C: -5.725 2.227 -0.278
C: -4.553 1.507 -0.114
H: -4.946 1.073 -2.675
H: -3.406 0.229 -3.018
H: -3.445 1.999 -2.802
H: -2.430 -0.063 1.683
H: -4.353 1.103 3.261
H: -6.535 2.459 3.049
H: -7.360 3.131 0.810
H: -6.069 2.487 -1.287

***

Entry 4:
Below is one molecule with the formula C29H37N2O8P, with properties calculated with wB97M-V/def2-TZVPD.

Values from the calculation:
frontier orbital gap: 6.392 eV
energy: -59319.3782 eV
LUMO energy: 0.463 eV
HOMO energy: -0.2179 Eh

CARTESIAN COORDINATES (ANGSTROEM)
C: 4.089 2.710 3.705
C: 2.610 2.542 3.507
O: 2.136 1.207 3.148
P: 2.813 0.236 2.068
C: 1.402 -0.543 1.145
C: 0.077 -0.294 1.869
O: -0.311 -1.048 2.828
O: -0.568 0.816 1.388
C: -1.794 1.197 2.137
C: -2.815 0.103 2.245
O: 3.751 0.964 1.172
O: 3.566 -0.904 2.910
C: 3.391 -2.360 3.099
C: 4.766 -2.928 3.339
H: 4.209 3.773 3.954
H: 4.460 2.135 4.555
H: 4.643 2.486 2.780
H: 2.083 2.793 4.434
H: 2.282 3.264 2.738
H: 1.607 -1.601 1.293
H: -1.451 1.455 3.159
H: -2.231 2.091 1.639
H: -3.800 0.468 1.943
H: -2.596 -0.797 1.669
H: -2.906 -0.188 3.290
H: 2.755 -2.552 3.981
H: 2.971 -2.829 2.185
H: 4.709 -4.017 3.431
H: 5.435 -2.644 2.520
H: 5.203 -2.545 4.262
C: -0.892 1.324 -5.079
O: -1.706 0.988 -3.939
C: -2.460 1.957 -3.369
C: -2.416 3.331 -3.657
C: -3.224 4.219 -2.958
C: -4.093 3.765 -1.962
C: -4.093 2.401 -1.622
O: -4.663 1.867 -0.502
C: -5.545 2.694 0.292
C: -3.336 1.498 -2.365
N: -3.293 0.119 -1.954
C: -2.152 -0.599 -1.694
C: -0.822 -0.030 -1.375
C: 0.270 -0.980 -1.254
C: 1.415 -0.726 -0.440
C: 2.601 -1.664 -0.804
C: 3.935 -1.239 -0.692
C: 4.967 -2.201 -0.762
C: 4.672 -3.534 -1.084
C: 3.330 -3.971 -1.243
C: 2.314 -2.991 -1.120
O: -0.701 1.204 -1.193
N: -2.580 -1.857 -1.431
C: -1.807 -3.032 -1.108
C: -3.958 -1.954 -1.551
C: -4.413 -0.719 -1.850
H: -0.464 0.376 -5.419
H: -1.504 1.763 -5.882
H: -0.086 2.028 -4.815
H: -1.720 3.697 -4.412
H: -3.175 5.290 -3.166
H: -4.720 4.450 -1.401
H: -6.077 1.998 0.950
H: -4.969 3.427 0.887
H: -6.271 3.223 -0.350
H: 0.351 -1.649 -2.128
H: 1.632 0.366 -0.306
H: 4.165 -0.167 -0.543
H: 6.012 -1.896 -0.620
H: 5.465 -4.275 -1.233
H: 3.042 -4.997 -1.489
H: 1.274 -3.263 -1.307
H: -2.544 -3.769 -0.727
H: -1.324 -3.459 -2.018
H: -1.027 -2.791 -0.353
H: -4.476 -2.893 -1.336
H: -5.419 -0.323 -2.010

***

Entry 5:
Below is C29H38As2BrN6OTc as an isolated structure, with properties calculated with wB97M-V/def2-TZVPD.

Values from the calculation:
frontier orbital gap (spin up / spin down): 4.517 / 4.597 eV
energy: -235570.2643 eV
2S+1: 2
LUMO energy (spin up / spin down): -10.834 / -10.681 eV
HOMO energy (spin up / spin down): -0.5641 / -0.5615 Eh
charge: +3

CARTESIAN COORDINATES (ANGSTROEM)
Tc: 0.618 -1.212 -0.351
N: -0.014 -2.593 1.227
C: 1.066 -3.646 1.223
C: 1.217 -4.214 -0.176
N: 1.225 -3.130 -1.221
C: 2.480 -2.966 -2.042
C: 3.145 -1.633 -1.778
N: 2.103 -0.548 -1.816
H: -0.039 -2.164 2.147
H: -0.913 -3.049 1.108
H: 0.834 -4.454 1.914
H: 1.987 -3.175 1.548
H: 0.377 -4.876 -0.386
H: 2.122 -4.813 -0.225
H: 0.516 -3.403 -1.885
H: 2.199 -3.035 -3.092
H: 3.191 -3.764 -1.840
H: 3.929 -1.468 -2.517
H: 3.595 -1.621 -0.794
H: 1.778 -0.428 -2.770
H: 2.546 0.328 -1.556
Br: -3.393 2.317 8.307
C: -1.875 2.799 7.351
C: -0.952 1.803 6.991
C: 0.133 2.138 6.226
C: 0.301 3.480 5.820
C: -0.568 4.484 6.274
C: -1.668 4.138 7.020
N: 1.344 3.892 5.018
N: 2.082 3.253 4.312
C: 2.077 2.247 3.421
C: 3.240 1.432 3.378
C: 3.312 0.333 2.572
C: 2.248 0.030 1.695
O: 2.246 -0.988 0.908
C: 1.114 0.912 1.634
N: 0.190 0.592 0.681
C: -0.852 1.415 0.529
C: -1.013 2.568 1.288
C: -0.086 2.887 2.257
C: 1.004 2.033 2.464
H: -1.100 0.787 7.334
H: 0.875 1.391 5.962
H: -0.376 5.518 6.005
H: -2.364 4.895 7.358
H: 4.057 1.676 4.048
H: 4.186 -0.309 2.591
H: -1.564 1.156 -0.235
H: -1.860 3.215 1.093
H: -0.192 3.804 2.825
C: -2.072 -3.401 -1.657
As: -1.535 -1.522 -1.741
C: -3.260 -0.727 -1.326
C: -1.473 -1.226 -3.667
C: -2.069 -2.164 -4.512
C: -2.076 -1.964 -5.885
C: -1.476 -0.835 -6.426
C: -0.907 0.114 -5.589
C: -0.917 -0.057 -4.204
As: -0.409 1.426 -3.040
C: -1.926 2.600 -3.403
C: 0.960 2.306 -4.123
H: -1.417 -4.036 -2.251
H: -3.084 -3.514 -2.035
H: -2.072 -3.753 -0.626
H: -3.950 -1.079 -2.087
H: -3.233 0.360 -1.361
H: -3.610 -1.047 -0.345
H: -2.531 -3.060 -4.119
H: -2.548 -2.695 -6.530
H: -1.467 -0.684 -7.499
H: -0.467 1.005 -6.023
H: -2.086 2.678 -4.478
H: -1.726 3.592 -2.998
H: -2.828 2.199 -2.942
H: 0.502 2.910 -4.904
H: 1.615 1.570 -4.584
H: 1.552 2.963 -3.491

***

Entry 6:
Below is one molecule with the formula C29H38N2O3, with properties calculated with wB97M-V/def2-TZVPD.

Values from the calculation:
frontier orbital gap: 7.821 eV
energy: -39809.6801 eV
SMILES: CCOC(=O)C1=C(O[C@H](/C=C/c2ccc(N(C)C)cc2)c2ccc(N(C)C)cc2)CCCCC1
LUMO energy: 0.783 eV
HOMO energy: -0.2586 Eh

CARTESIAN COORDINATES (ANGSTROEM)
C: 3.857 -3.751 1.955
C: 3.098 -2.455 2.055
O: 1.724 -2.784 1.706
C: 0.802 -1.901 2.144
C: -0.602 -2.292 1.777
C: -1.480 -1.267 1.545
O: -1.102 -0.228 0.797
C: -2.872 -1.166 2.039
C: -3.832 -2.106 1.294
C: -3.275 -3.464 0.876
C: -2.413 -4.161 1.922
C: -0.935 -3.742 1.910
O: 1.094 -0.914 2.812
H: 4.918 -3.585 2.148
H: 3.466 -4.450 2.703
H: 3.749 -4.201 0.962
H: 3.117 -2.040 3.070
H: 3.453 -1.701 1.341
H: -2.874 -1.360 3.123
H: -3.217 -0.136 1.881
H: -4.712 -2.272 1.935
H: -4.200 -1.588 0.393
H: -4.119 -4.120 0.605
H: -2.698 -3.352 -0.049
H: -2.837 -4.057 2.932
H: -2.427 -5.234 1.692
H: -0.433 -4.283 1.075
H: -0.444 -4.133 2.828
C: -4.428 -2.222 -5.030
N: -3.115 -1.610 -5.026
C: -2.768 -0.909 -6.253
C: -2.468 -1.318 -3.842
C: -2.301 -2.296 -2.817
C: -1.428 -2.053 -1.758
C: -0.922 -0.768 -1.524
C: -0.123 -0.476 -0.272
C: 0.632 0.810 -0.257
C: 1.625 1.046 0.605
C: 2.197 2.344 0.829
C: 3.022 2.565 1.959
C: 3.466 3.832 2.288
C: 3.208 4.923 1.406
N: 3.633 6.190 1.741
C: 4.053 7.134 0.726
C: 3.249 6.770 3.009
C: 2.494 4.682 0.209
C: 1.935 3.436 -0.035
C: -1.250 0.245 -2.439
C: -1.861 -0.061 -3.644
H: -4.500 -3.013 -4.279
H: -5.222 -1.483 -4.841
H: -4.594 -2.642 -6.027
H: -1.691 -0.971 -6.453
H: -3.306 -1.392 -7.071
H: -3.055 0.151 -6.238
H: -2.777 -3.274 -2.912
H: -1.139 -2.857 -1.070
H: 0.544 -1.326 -0.056
H: 0.206 1.620 -0.859
H: 1.948 0.250 1.282
H: 3.271 1.704 2.582
H: 4.040 3.999 3.199
H: 4.757 6.655 0.035
H: 3.208 7.524 0.146
H: 4.550 7.961 1.236
H: 3.161 6.000 3.781
H: 4.012 7.499 3.293
H: 2.280 7.287 2.935
H: 2.314 5.509 -0.486
H: 1.302 3.298 -0.910
H: -1.044 1.292 -2.205
H: -1.914 0.690 -4.430

***

Question: The highest energy belongs to which entry?
Answer: C29H38N2O3

***

Question: energy of number 2 (C29H37CoI2N4O2Si)?
Answer: -102430.6282 eV

***

Question: What is the energy in the fifth record?
Answer: -235570.2643 eV